[1]
40
Properties=species:S:1:pos:R:3:lowdin_charge:R:1 method="wB97M-V/def2-TZVPD" multiplicity=5 energy_ha=-2372.33464 charge=0 max_force_ev_per_a=4.89 orbital_gap_ha="0.2311 / 0.2504"
C 1.4291 2.7011 -2.4389 0.001
C 0.6424 1.4271 -2.6080 -0.389
C -0.7567 1.3702 -2.1663 -0.028
C -1.5223 0.0999 -2.2947 -0.138
C -2.9127 0.3226 -2.8882 -0.155
C -3.6029 1.3782 -2.0701 -0.144
O -2.8493 2.6284 -2.0424 0.027
C -1.5044 2.6461 -2.2090 -0.382
O -0.9893 3.7541 -2.3906 0.084
O 1.1914 0.4237 -3.0992 0.056
H 0.7373 3.5498 -2.5566 0.059
H 1.8939 2.7502 -1.4416 0.102
H 2.2107 2.7204 -3.2065 0.093
H -0.9456 -0.5901 -2.9157 0.130
H -1.6484 -0.3574 -1.3021 0.122
H -2.8300 0.6190 -3.9434 0.134
H -3.4751 -0.6138 -2.8445 0.126
H -4.5783 1.6405 -2.4913 0.130
H -3.7324 1.0474 -1.0307 0.132
O 2.0336 -2.9866 5.5552 0.115
C 1.6315 -2.5299 4.5594 -0.167
Fe 1.2131 -1.4178 3.3038 0.120
C 0.3148 -0.2891 4.3470 -0.118
O 0.0124 0.4666 5.1766 0.138
C 2.7323 -0.5362 3.5471 -0.117
O 3.6535 0.0119 3.9963 0.134
C 0.3302 -0.1320 0.2433 -0.069
C 1.5118 -0.7590 -0.1487 -0.058
C 2.2690 -1.6251 0.6267 -0.083
C 1.8650 -2.4991 1.6667 -0.206
C 0.4957 -2.8278 1.9302 -0.153
C -0.4385 -1.7892 1.9889 -0.153
C -0.2290 -0.4646 1.4995 -0.138
H -0.0725 0.7080 -0.3069 0.078
H 1.9174 -0.4847 -1.1259 0.098
H 3.3265 -1.6784 0.3495 0.120
H 2.6587 -3.1677 2.0342 0.125
H 0.2319 -3.8384 2.2559 0.128
H -1.4256 -2.0132 2.4286 0.131
H -0.7893 0.3349 2.0125 0.113

=====

[2]
37
Properties=species:S:1:pos:R:3:lowdin_charge:R:1 method="wB97M-V/def2-TZVPD" energy_ha=-916.92733 smiles="O=C(O)CCCn1nc(-c2ccccc2)c2ccccc21" charge=0 max_force_ev_per_a=17.11 orbital_gap_ha=0.3081
O -1.1188 -2.7268 1.4054 -0.030
C -0.6350 -2.9777 0.2029 -0.428
O -1.3118 -2.5431 -0.9185 0.040
C 0.4594 -3.9734 -0.2780 -0.049
C 1.4725 -3.0087 -1.0439 -0.050
C 2.1997 -1.7969 -0.0705 -0.030
N 1.4890 -0.6242 -0.1523 -0.183
N 0.2329 -0.5859 0.0475 0.207
C 0.0273 0.7466 -0.0909 -0.162
C -1.5185 1.0506 -0.1372 -0.052
C -2.5518 0.3887 0.7726 -0.016
C -3.7674 0.7903 0.6518 -0.243
C -4.2106 1.8703 0.0897 -0.015
C -3.1999 2.7499 -0.9893 0.145
C -1.7843 2.2245 -0.7414 -0.058
C 1.0620 1.3937 0.1199 -0.160
C 1.4131 2.6488 0.2012 -0.098
C 2.6225 3.1697 0.3373 -0.072
C 3.7272 2.2514 0.0482 -0.117
C 3.5164 1.0049 0.1279 -0.037
C 2.1859 0.3294 -0.0871 -0.102
H -2.1411 -2.0648 -0.6882 0.124
H 0.8010 -4.2623 0.8574 0.173
H -0.0002 -4.7661 -0.5616 0.036
H 2.1610 -3.7272 -1.4037 0.087
H 1.0555 -2.5777 -1.7754 0.018
H 3.2883 -1.6258 -0.4893 0.155
H 2.4206 -2.3657 0.7615 0.098
H -2.1091 -0.4708 1.1166 0.058
H -4.4651 0.0440 1.1882 0.152
H -5.2648 2.0833 0.0142 0.076
H -3.4590 3.6312 -1.3145 -0.007
H -1.1240 2.5982 -1.2726 0.006
H 0.5468 3.5096 0.0702 0.176
H 2.9681 4.2905 0.3165 0.140
H 4.7342 2.4945 0.2067 0.096
H 4.2717 0.1363 0.0879 0.123

=====

[3]
48
Properties=species:S:1:pos:R:3:lowdin_charge:R:1 method="wB97M-V/def2-TZVPD" multiplicity=2 energy_ha=-1484.67657 charge=+2 max_force_ev_per_a=3.34 orbital_gap_ha="0.1810 / 0.1546"
Ir -0.0457 0.0250 0.3116 1.734
C -1.6947 3.2253 -1.9846 0.020
C -1.4810 2.5919 -0.7719 -0.064
N -0.8754 1.4258 -1.0123 -0.090
N -0.6785 1.2822 -2.3348 0.034
C -1.1696 2.3680 -2.9448 0.011
B 0.0539 0.0426 -2.9094 -0.650
N -0.6395 -1.2190 -2.3343 0.038
C -1.1350 -2.2874 -2.9705 0.020
C -1.6675 -3.1648 -2.0332 0.023
C -1.4591 -2.5581 -0.8050 -0.058
N -0.8466 -1.3909 -1.0161 -0.091
N 1.4799 0.0876 -2.3289 0.050
C 2.6968 0.2464 -2.8673 0.014
C 3.6495 0.2049 -1.8615 0.017
C 2.9294 0.0290 -0.6906 -0.061
N 1.6317 -0.0395 -0.9941 -0.078
N -0.0907 0.0218 -4.4074 -0.026
C 0.7246 -0.1878 -5.4814 -0.065
C -0.0453 -0.1376 -6.6115 -0.027
C -1.3612 0.0824 -6.1377 -0.108
N -1.3779 0.1330 -4.8248 0.055
H -2.1634 4.1791 -2.1474 0.127
H -1.7204 2.9147 0.2290 0.128
H -1.1225 2.4912 -4.0116 0.142
H -1.0933 -2.3823 -4.0421 0.147
H -2.1421 -4.1113 -2.2202 0.127
H -1.7036 -2.9019 0.1874 0.126
H 2.8392 0.4059 -3.9205 0.129
H 4.7169 0.2874 -1.9619 0.129
H 3.2841 -0.0554 0.3238 0.135
H 1.7806 -0.3787 -5.4098 0.107
H 0.2599 -0.2999 -7.6304 0.110
H -2.2755 0.1442 -6.7037 0.119
C -0.1229 -2.4869 5.0487 0.025
N -0.0382 -1.2119 4.3443 -0.027
C 0.0251 0.0042 4.9597 0.027
C 0.0871 1.1947 4.2936 0.056
C 0.0891 1.1605 2.8679 -0.497
O 0.0832 2.0624 2.0147 0.035
N 0.0833 -0.0860 2.3203 -0.029
C -0.0452 -1.2831 2.9578 -0.510
O -0.1672 -2.3171 2.3229 0.078
H -0.1186 -2.3353 6.1230 0.107
H 0.7132 -3.1220 4.7579 0.112
H -1.0308 -3.0088 4.7489 0.110
H 0.0115 -0.0216 6.0413 0.154
H 0.1281 2.1391 4.8122 0.135

=====

[4]
43
Properties=species:S:1:pos:R:3:lowdin_charge:R:1 method="wB97M-V/def2-TZVPD" multiplicity=4 energy_ha=-4077.43309 charge=+2 max_force_ev_per_a=1.22 orbital_gap_ha="0.2724 / 0.2291"
Re -0.5955 0.8676 -0.8062 1.483
C 4.7559 0.7095 1.9357 -0.067
C 4.4882 0.2009 0.5244 -0.191
N 3.5942 1.0630 -0.2707 0.031
C 2.3114 1.2494 -0.0500 -0.728
S 1.3599 2.0010 -1.4074 0.697
N 1.7023 0.9401 1.0626 0.025
N 0.3694 1.0970 1.0125 -0.193
C -0.3091 1.3911 2.0934 -0.191
C 0.2864 1.4265 3.4430 0.031
C -1.6757 1.7835 1.7751 -0.178
C -2.6495 2.1357 2.6884 0.056
C -3.8889 2.5710 2.2296 0.032
C -4.1146 2.6606 0.8645 0.017
C -3.1107 2.2775 -0.0054 -0.055
N -1.9257 1.8410 0.4374 -0.077
H 5.4077 0.0037 2.4483 0.089
H 3.8339 0.7964 2.5030 0.050
H 5.2479 1.6814 1.9067 0.087
H 4.0456 -0.7976 0.5610 0.116
H 5.4200 0.1412 -0.0316 0.128
H 3.9652 1.4630 -1.1184 0.140
H 1.3699 1.4531 3.3743 0.083
H 0.0081 0.5251 3.9993 0.125
H -0.0730 2.2820 4.0143 0.107
H -2.4413 2.0726 3.7474 0.138
H -4.6649 2.8440 2.9319 0.140
H -5.0569 3.0168 0.4742 0.136
H -3.2529 2.3313 -1.0781 0.140
Br 0.9425 -1.8353 -0.9698 0.921
C -0.1502 -2.8360 -2.1914 -0.520
C 0.2393 -4.0849 -2.6206 -0.076
C -0.6072 -4.7673 -3.4876 -0.025
C -1.8194 -4.2210 -3.8826 -0.026
C -2.2010 -2.9628 -3.4392 0.016
C -1.3527 -2.2621 -2.5989 -0.184
C -1.5814 -0.9023 -2.0705 -0.617
O -2.1068 -0.6898 -0.9394 -0.040
O -1.0079 0.1051 -2.6352 -0.130
H 1.1687 -4.5297 -2.2934 0.121
H -0.3107 -5.7397 -3.8562 0.127
H -2.4750 -4.7761 -4.5386 0.126
H -3.1455 -2.5263 -3.7361 0.136